Density functional theory data (wB97M-V/def2-TZVPD) for an isolated ion of composition CH4N and charge +1 in a non-equilibrium geometry.

Each line ends with the Mulliken charge.
CARTESIAN COORDINATES (ANGSTROEM)
N -0.120 0.608 -0.146  -0.22
C 0.034 -0.647 0.079  -0.02
H -0.677 -1.325 0.075  0.33
H 1.065 -1.064 0.364  0.25
H 0.713 1.322 -0.053  0.35
H -1.016 1.106 -0.319  0.31

Net charge: +1
HOMO-LUMO gap in eV: 14.2
Relative energy (zero: lowest compared OMol25 entry of this formula, charge and spin) in kcal per mole: 11.8
Molecular weight in g/mol: 30.0
SMILES: C=[NH2+]

=====

Density functional theory data (wB97M-V/def2-TZVPD) for a single CH4N2 molecule in a non-equilibrium geometry.

Each line ends with the Mulliken charge.
CARTESIAN COORDINATES (ANGSTROEM)
N 1.103 0.958 -0.538  -0.57
N -0.791 -0.402 0.397  -0.43
C 0.385 -0.093 -0.287  0.18
H 0.596 -1.178 -0.767  0.15
H -1.064 0.415 0.915  0.22
H -1.185 -1.398 0.239  0.26
H 0.956 1.698 0.043  0.19

Net charge: 0
HOMO-LUMO gap in eV: 10.3
Relative energy (zero: lowest compared OMol25 entry of this formula, charge and spin) in kcal per mole: 49.1
Molecular weight in g/mol: 44.1
SMILES: [H]/N=C\N

=====

Density functional theory data (wB97M-V/def2-TZVPD) for CH4N2O as an isolated structure in a non-equilibrium geometry.

Each line ends with the Mulliken charge.
CARTESIAN COORDINATES (ANGSTROEM)
O -0.451 0.032 -0.243  -0.43
N -1.592 0.027 -0.950  -0.37
N 1.223 0.665 1.576  -0.28
C 1.692 -0.130 0.833  -0.12
H 2.583 -0.734 0.753  0.36
H 0.707 -0.505 -0.213  0.36
H -2.379 -0.292 -0.390  0.24
H -1.782 0.937 -1.365  0.24

Net charge: 0
HOMO-LUMO gap (alpha / beta) in eV: 7.9 / 7.9
Relative energy (zero: lowest compared OMol25 entry of this formula, charge and spin) in kcal per mole: 150.4
Molecular weight in g/mol: 60.1

=====

Density functional theory data (wB97M-V/def2-TZVPD) for a single CH4N2O molecule in a non-equilibrium geometry.

Each line ends with the Mulliken charge.
CARTESIAN COORDINATES (ANGSTROEM)
O -1.063 -0.672 0.126  -0.50
N 1.253 -0.818 0.057  -0.65
N -0.474 0.673 -0.061  -0.24
C 0.931 0.424 0.023  0.03
H -1.910 -0.572 -0.636  0.38
H -0.817 1.188 0.743  0.26
H 1.483 1.276 -0.179  0.36
H 0.597 -1.501 -0.073  0.35

Net charge: 0
HOMO-LUMO gap in eV: 10.0
Relative energy (zero: lowest compared OMol25 entry of this formula, charge and spin) in kcal per mole: 103.1
Molecular weight in g/mol: 60.1
SMILES: [H]/N=C\NO

=====

> Which value of molecular weight does entry 1 give?

30.0 g/mol

=====

> Which of these has the lowest relative energy (zero: lowest compared OMol25 entry of this formula, charge and spin)?

CH4N

=====

> Which of these has the lowest relative energy (zero: lowest compared OMol25 entry of this formula, charge and spin)?

CH4N